# C26H46INO14P3

A 4-piece molecular cluster, C26H46INO14P3 overall at a distorted geometry (ωB97M-V/def2-TZVPD, OMol25).

Structure (XYZ):
```
91
Properties=species:S:1:pos:R:3:forces:R:3
C 2.86579 -2.06642 0.06613 0.3 -1.0 -0.4
C 2.47113 -2.84649 -1.27283 -0.5 -0.9 -1.8
C 3.57490 -3.57664 -2.07138 -3.7 0.2 -1.2
C 3.22291 -4.31849 -3.42122 -2.8 2.3 3.0
C 1.74655 -4.29906 -3.87845 1.4 1.4 2.4
C 0.63126 -3.54578 -3.05696 3.2 0.0 1.3
C 0.96461 -2.80559 -1.74077 2.9 -2.1 -2.1
C -0.05486 -1.97800 -0.83714 -0.3 0.1 -0.2
C -1.59317 -2.31183 -1.08947 -2.3 -0.7 -0.4
C -2.12088 -3.68438 -0.62057 -1.1 3.1 -1.6
N -3.49887 -4.06843 -0.83382 1.0 3.1 -1.1
C -4.48274 -3.22723 -1.50931 1.7 1.9 -0.2
C -5.98664 -3.78381 -1.73051 1.0 -0.1 0.1
C -5.97650 -5.39229 -1.94257 0.2 0.3 -1.1
C -6.81978 -5.87313 -3.23401 0.9 -0.8 0.3
I -6.69231 -6.34183 -0.08145 0.4 0.3 -0.8
C -4.05978 -1.79620 -2.00560 2.7 -2.1 1.5
C -2.57964 -1.29924 -1.79090 -1.6 -3.9 0.3
C -2.10230 0.16668 -2.26258 1.3 2.5 2.6
O -1.67399 0.93123 -1.35330 -1.9 -3.3 -3.9
O -2.17813 0.63617 -3.59137 -0.1 -2.2 2.4
H 3.90556 -2.44755 0.40168 -1.6 1.0 -0.6
H 2.85881 -0.93194 -0.10046 0.1 -1.7 0.3
H 2.14936 -2.32807 0.92303 0.9 0.4 -1.3
H 4.65053 -3.53414 -1.66435 -1.9 -0.1 -0.8
H 4.09075 -4.81798 -3.95890 -1.6 0.6 0.6
H 1.49786 -4.83160 -4.86864 0.2 1.0 1.9
H -0.43625 -3.55493 -3.45059 1.6 0.0 0.5
H 0.14572 -2.13660 0.29215 -0.2 0.1 -1.9
H 0.11525 -0.85567 -1.01736 -0.4 -1.7 0.3
H -1.43231 -4.42077 -0.08461 -1.2 1.1 -0.9
H -3.77095 -5.00580 -0.47181 -0.1 1.0 -0.4
H -6.44780 -3.26616 -2.65479 0.9 -0.7 1.5
H -6.61325 -3.49783 -0.81057 1.0 -0.3 -1.4
H -4.90642 -5.80253 -2.10136 -1.8 0.8 0.4
H -6.64086 -5.15097 -4.11048 -0.5 -1.0 1.4
H -7.92174 -6.05802 -3.00569 1.5 0.6 -0.4
H -6.35684 -6.88554 -3.55126 -0.9 1.6 0.5
H -4.81931 -1.11416 -2.54008 1.2 -1.5 1.0
H -2.28938 -0.12452 -4.20711 0.0 0.6 0.5
C 9.86280 0.12550 2.99233 0.5 0.1 0.0
O 9.14116 -0.30568 1.83823 -0.9 2.5 2.5
P 7.42911 -0.28585 2.04523 -1.2 -6.8 -7.4
O 7.36385 -1.79602 1.87017 0.1 0.7 1.3
O 7.22583 0.45458 0.58944 -0.6 0.5 1.1
C 8.08401 0.13733 -0.49637 0.6 0.5 -0.2
O 5.73118 -0.21572 2.31255 2.1 2.1 1.8
C 5.31636 0.91783 3.07373 -0.4 0.5 0.2
H 10.93071 0.07309 2.77404 -0.1 0.0 0.0
H 9.59813 1.15852 3.23245 0.2 0.0 0.1
H 9.63658 -0.52455 3.83884 0.1 0.0 0.1
H 8.40627 -0.90255 -0.48232 0.0 0.0 0.2
H 8.95090 0.80320 -0.46916 0.0 -0.2 -0.1
H 7.54767 0.32334 -1.42911 -0.2 0.1 0.2
H 5.60582 1.84341 2.57082 -0.2 0.1 0.1
H 5.76856 0.88265 4.06944 -0.2 0.2 0.0
H 4.22947 0.89451 3.17963 0.2 0.0 -0.1
C 4.42450 7.68083 5.14957 0.1 0.4 0.3
O 5.33812 6.83030 4.45640 -3.3 1.3 -1.0
P 4.57158 5.71809 3.38418 8.3 -6.0 0.3
O 5.07856 4.53113 4.19252 -1.5 0.7 0.1
O 5.65281 6.09031 2.20167 -1.4 0.0 -0.3
C 7.00346 6.37648 2.53563 0.4 0.8 0.0
O 3.75091 4.68215 2.28430 -1.6 3.0 0.9
C 2.65124 5.29982 1.62093 -0.4 0.0 -0.5
H 4.99391 8.34065 5.80614 0.0 -0.1 -0.1
H 3.86402 8.28738 4.43342 0.0 0.2 0.2
H 3.73804 7.08159 5.74966 -0.1 0.1 0.1
H 7.34970 5.80540 3.39543 -0.2 0.0 0.1
H 7.10141 7.44830 2.72812 0.2 -0.2 0.1
H 7.63282 6.13109 1.67798 -0.3 -0.1 -0.1
H 2.98674 6.17123 1.05327 -0.1 0.0 -0.1
H 1.89575 5.60442 2.35210 -0.1 0.0 -0.2
H 2.20405 4.57816 0.93359 0.1 0.1 0.1
C -9.85028 2.99934 0.00178 -0.3 0.3 0.3
O -9.90724 1.63935 -0.43205 3.0 1.8 1.0
P -8.47060 1.10218 -1.21929 -5.3 -7.1 -4.6
O -9.20395 0.88312 -2.53320 1.0 1.3 0.7
O -8.46398 -0.28416 -0.33139 1.2 0.7 -0.1
C -9.68988 -0.92115 0.00264 -0.4 0.0 0.7
O -6.96243 0.64619 -1.90983 0.1 2.4 2.2
C -5.83040 1.19718 -1.24352 0.4 0.1 0.1
H -10.79883 3.25193 0.47808 0.1 -0.1 -0.1
H -9.04239 3.12515 0.72711 -0.2 0.2 0.1
H -9.69078 3.65777 -0.85324 0.0 0.1 0.0
H -10.44503 -0.80312 -0.77252 0.1 0.2 -0.1
H -10.05312 -0.51545 0.95056 -0.2 -0.1 -0.2
H -9.50042 -1.98714 0.14503 0.3 0.1 -0.1
H -5.81312 0.88292 -0.19677 0.2 0.0 0.0
H -5.85572 2.28958 -1.30076 0.3 -0.1 0.0
H -4.92417 0.84087 -1.73818 -0.1 0.2 0.0
```
Forces are in eV/Å.

HOMO   -10.5 eV
HOMO-LUMO gap   5.70 eV
Net charge   +1
Total energy   -93808.5008 eV
Multiplicity   1
F_max   10.24 eV/Å